Computed, not measured: one molecule with the formula C4H6F2S, with the ωB97M-V functional and the def2-TZVPD basis.

Last column: natural (NBO) charge in e.
Geometry (Å):
F: -0.443 -1.759 -0.507  -0.3671
C: -0.219 -1.155 0.750  0.0056
C: 1.014 -0.128 0.668  0.1953
F: 2.102 -0.938 0.262  -0.3422
C: 0.432 1.083 -0.210  -0.4069
C: -0.899 0.796 -0.959  -0.5219
S: 0.648 0.867 -1.968  0.1504
H: -0.100 -2.110 1.438  0.1986
H: -1.083 -0.488 1.132  0.1754
H: 1.146 0.273 1.524  0.1564
H: 0.551 2.276 -0.021  0.2637
H: -1.420 -0.238 -0.953  0.2611
H: -1.729 1.521 -1.156  0.2315

Output
Electronic energy in eV: -20512.286
E_HOMO in eV: -8.76
Kohn-Sham gap in eV: 9.59
LUMO level in eV: 0.8
Energy relative to the best compared isomer or geometry (same formula, charge and spin) in kcal per mole: 61.37
2S+1: 1
SMILES: FC[C@@H](F)[C@@H]1CS1